Model one:
Density functional theory data (ωB97M-V/def2-TZVPD) for a 2-piece molecular cluster, C3H8NOP overall.

As for the orbital gap: 8.485 eV.

The geometry in ORCA input format:
```
! wB97M-V def2-TZVPD RIJCOSX def2/J DEFGRID3
* xyz 0 1
C -0.141 -0.393 -0.303
C 0.035 -2.711 0.223
C 0.763 2.250 0.747
N 0.464 -1.494 -0.285
O -1.288 2.070 -1.587
P 0.838 1.134 -0.755
H -1.089 -0.221 0.144
H -1.466 1.409 -2.398
H -0.127 -3.437 -0.642
H 0.719 -3.250 0.919
H -0.795 -2.626 0.922
H 1.288 3.228 0.520
H -0.312 2.417 0.829
H 1.111 1.622 1.664
*
```

***

Model two:
Density functional theory data (ωB97M-V/def2-TZVPD) for a single C3H8NOP molecule.

As for the SMILES: CC[C@H]1ON1P. As for the orbital gap: 9.820 eV.

The geometry in ORCA input format:
```
! wB97M-V def2-TZVPD RIJCOSX def2/J DEFGRID3
* xyz 0 1
C 1.586 0.336 -0.108
C 0.849 -0.987 0.080
C -0.580 -0.853 -0.355
O -1.594 -1.698 0.147
N -1.728 -0.317 0.489
P -3.009 0.494 -0.334
H 1.276 1.078 0.587
H 1.286 0.626 -1.150
H 2.727 0.043 -0.064
H 0.989 -1.414 1.050
H 1.322 -1.600 -0.559
H -0.718 -0.621 -1.403
H -2.911 1.488 0.582
H -4.047 0.026 0.534
*
```

***

We find model two to be the most stable, with the next structure 2.1 kcal/mol higher.

***

Model one:
Density functional theory data (ωB97M-V/def2-TZVPD) for a single C3H8NOP molecule.

As for the SMILES: CN(P)CC=O. As for the orbital gap: 8.258 eV.

The geometry in ORCA input format:
```
! wB97M-V def2-TZVPD RIJCOSX def2/J DEFGRID3
* xyz 0 1
C 0.639 -1.312 -0.184
N 0.230 0.078 -0.777
P 1.259 1.330 -0.283
C -1.335 0.293 -0.024
C -1.089 0.288 1.396
O -0.300 1.166 1.731
H 0.466 -1.390 0.886
H -0.066 -1.978 -0.717
H 1.657 -1.508 -0.570
H 0.985 2.061 -1.377
H 2.420 0.883 -1.003
H -1.877 -0.496 -0.591
H -1.667 1.127 -0.517
H -1.323 -0.542 2.030
*
```

***

Model two:
Density functional theory data (ωB97M-V/def2-TZVPD) for a single C3H8NOP molecule.

As for the SMILES: C=NCPOC. As for the orbital gap: 10.142 eV.

The geometry in ORCA input format:
```
! wB97M-V def2-TZVPD RIJCOSX def2/J DEFGRID3
* xyz 0 1
C -2.107 -0.217 0.248
N -1.455 -1.101 -0.371
C -0.293 -1.615 0.366
P 1.108 -0.997 -0.566
O 0.716 0.640 -0.542
C 1.514 1.709 -0.092
H -2.951 0.247 -0.277
H -1.845 0.215 1.274
H -0.382 -0.996 1.391
H -0.084 -2.683 0.436
H 0.477 -1.218 -1.788
H 0.825 2.393 0.371
H 2.037 2.199 -0.996
H 2.440 1.424 0.546
*
```

***

We find model two to be the most stable, with the next structure 30.5 kcal/mol higher.

***

Model one:
Density functional theory data (ωB97M-V/def2-TZVPD) for C3H6BrIO as an isolated structure.

As for the orbital gap (spin up / spin down): 7.782 / 8.074 eV.

The geometry in ORCA input format:
```
! wB97M-V def2-TZVPD RIJCOSX def2/J DEFGRID3
* xyz 0 1
C -1.477 -0.635 0.254
C -0.893 0.629 0.830
C 1.564 0.393 -0.507
O 1.373 0.176 -1.802
Br 2.060 -1.173 0.550
I 2.850 2.074 -0.185
H -1.424 -0.524 -0.756
H -0.798 -1.463 0.565
H -2.360 -0.991 0.654
H -1.410 1.518 0.601
H -0.317 0.632 1.733
H 0.833 -0.636 -1.938
*
```

***

Model two:
Density functional theory data (ωB97M-V/def2-TZVPD) for a single C3H6BrIO molecule.

As for the SMILES: O[C@H](CBr)CI. As for the orbital gap: 9.897 eV.

The geometry in ORCA input format:
```
! wB97M-V def2-TZVPD RIJCOSX def2/J DEFGRID3
* xyz 0 1
O -1.007 0.489 -1.226
C -0.529 0.009 0.024
C 0.060 1.219 0.869
Br 0.140 0.614 2.760
C 0.511 -1.115 -0.380
I -0.332 -2.586 -1.602
H -0.175 0.638 -1.673
H -1.475 -0.392 0.518
H -0.618 2.052 0.759
H 1.032 1.328 0.532
H 1.328 -0.589 -0.959
H 1.064 -1.669 0.379
*
```

***

We find model two to be the most stable, with the next structure 78.3 kcal/mol higher.

***

Model one:
Density functional theory data (ωB97M-V/def2-TZVPD) for a 2-piece molecular cluster, CH9N2O overall.

As for the orbital gap: 10.896 eV.

The geometry in ORCA input format:
```
! wB97M-V def2-TZVPD RIJCOSX def2/J DEFGRID3
* xyz 1 1
O -0.345 1.686 -1.744
H -0.623 2.559 -1.484
H 2.035 -0.263 0.713
H -0.509 1.574 -2.685
N 1.125 -0.316 0.255
C 0.036 -0.924 1.110
N -1.193 -0.292 0.757
H 1.236 -0.946 -0.542
H 0.952 0.607 -0.171
H 0.318 -0.724 2.145
H 0.201 -2.003 1.009
H -1.202 -0.114 -0.244
H -2.032 -0.846 0.881
*
```

***

Model two:
Density functional theory data (ωB97M-V/def2-TZVPD) for a 2-piece molecular cluster, CH9N2O overall.

As for the orbital gap: 11.282 eV.

The geometry in ORCA input format:
```
! wB97M-V def2-TZVPD RIJCOSX def2/J DEFGRID3
* xyz 1 1
O 1.543 0.709 -1.886
H 2.252 0.255 -2.356
H 0.784 0.177 -0.213
H 1.564 1.544 -2.353
N 0.639 -0.362 0.651
C -0.834 -0.750 0.865
N -1.731 0.298 0.715
H 1.216 -1.196 0.769
H 0.883 0.278 1.402
H -0.949 -1.468 0.044
H -0.890 -1.316 1.790
H -2.222 0.701 1.490
H -2.235 0.368 -0.154
*
```

***

We find model two to be the most stable, with the next structure 10.7 kcal/mol higher.

***

Model one:
Density functional theory data (ωB97M-V/def2-TZVPD) for a 2-piece molecular cluster, C6H7N3OS overall.

As for the orbital gap (spin up / spin down): 8.333 / 8.332 eV.

The geometry in ORCA input format:
```
! wB97M-V def2-TZVPD RIJCOSX def2/J DEFGRID3
* xyz 0 1
C 2.664 0.438 0.487
C 2.763 -0.910 0.419
C 0.731 -0.030 -0.391
C -1.183 -2.354 1.253
C -0.629 0.000 -0.687
C -1.394 1.329 -0.674
N 1.514 0.927 -0.038
N -1.012 -1.384 1.819
N -1.351 -1.009 -1.079
O -0.872 -2.193 -1.139
S 1.442 -1.673 -0.340
H 3.312 1.287 0.798
H 3.524 -1.643 0.703
H -1.389 -3.272 0.664
H -1.625 1.580 0.342
H -2.207 1.160 -1.332
H -0.750 2.153 -1.116
H -2.357 -0.799 -1.305
*
```

***

Model two:
Density functional theory data (ωB97M-V/def2-TZVPD) for C6H7N3OS as an isolated structure.

As for the orbital gap: 9.484 eV.

The geometry in ORCA input format:
```
! wB97M-V def2-TZVPD RIJCOSX def2/J DEFGRID3
* xyz 0 1
C -2.316 -1.002 -1.694
C -1.410 -1.302 -0.912
C 0.813 -0.305 0.350
C 1.483 1.707 0.790
C -1.063 1.395 0.726
C -0.490 -1.837 -0.023
N 2.054 -0.405 0.092
N 2.493 0.904 0.416
N 0.340 0.908 0.720
O 1.566 2.853 1.072
S 0.482 -3.250 -0.654
H -3.030 -0.782 -2.446
H -1.401 1.998 -0.062
H -1.693 0.582 1.053
H -0.929 2.204 1.527
H -1.013 -2.071 0.993
H 3.360 1.042 -0.029
H 0.754 -2.639 -1.919
*
```

***

We find model one to be the most stable, with the next structure 24.8 kcal/mol higher.

***

Model one:
Density functional theory data (ωB97M-V/def2-TZVPD) for a 2-piece molecular cluster, C9H14 overall.

As for the SMILES: Cc1ccccc1.CC. As for the orbital gap: 10.128 eV.

The geometry in ORCA input format:
```
! wB97M-V def2-TZVPD RIJCOSX def2/J DEFGRID3
* xyz 0 1
C -2.347 -1.307 -1.315
C -1.502 -0.101 -0.985
C -1.724 0.764 0.069
C -0.991 1.894 0.332
C 0.183 2.159 -0.428
C 0.505 1.199 -1.364
C -0.336 0.137 -1.699
H -2.651 -1.233 -2.357
H -3.205 -1.311 -0.646
H -1.764 -2.214 -1.167
H -2.623 0.631 0.675
H -1.334 2.651 1.021
H 0.766 3.033 -0.184
H 1.400 1.287 -1.974
H 0.033 -0.567 -2.436
C 1.646 -0.951 2.220
C 2.298 -0.855 0.843
H 1.241 -1.932 2.464
H 2.378 -0.743 3.013
H 0.866 -0.205 2.357
H 2.960 -1.693 0.661
H 2.724 0.147 0.773
H 1.478 -0.790 0.127
*
```

***

Model two:
Density functional theory data (ωB97M-V/def2-TZVPD) for a 2-piece molecular cluster, C9H14 overall.

As for the SMILES: Cc1ccccc1.CC. As for the orbital gap: 9.950 eV.

The geometry in ORCA input format:
```
! wB97M-V def2-TZVPD RIJCOSX def2/J DEFGRID3
* xyz 0 1
C 2.752 1.565 1.716
C 1.904 0.710 0.791
C 1.088 -0.277 1.284
C 0.448 -1.277 0.533
C 0.547 -1.131 -0.833
C 1.282 -0.032 -1.372
C 1.998 0.845 -0.617
H 2.433 1.593 2.771
H 2.865 2.545 1.276
H 3.654 0.908 1.773
H 0.966 -0.364 2.350
H 0.062 -2.162 1.001
H 0.161 -1.789 -1.594
H 1.000 0.252 -2.389
H 2.576 1.653 -1.063
C -2.986 -0.765 -1.328
C -3.021 -0.014 0.023
H -2.388 -0.153 -2.031
H -2.353 -1.652 -1.303
H -3.960 -1.015 -1.742
H -1.992 0.057 0.356
H -3.762 -0.504 0.648
H -3.272 1.007 -0.248
*
```

***

We find model one to be the most stable, with the next structure 12.2 kcal/mol higher.